A molecular structure, C34H32Br4N4O4SScTe, computed with ωB97M-V/def2-TZVPD.

Geometry as ORCA input:
```
! RIJCOSX wB97M-V def2-TZVPD def2/J DEFGRID3
* xyz -2 2
Sc 2.34 0.93 0.36
N 5.91 -1.51 2.19
C 4.91 -0.63 1.78
S 4.15 -1.02 0.28
N 4.70 0.36 2.60
N 3.68 1.22 2.22
C 3.73 2.34 2.84
C 2.81 3.47 2.75
C 3.10 4.56 3.57
C 2.30 5.69 3.60
C 1.17 5.72 2.78
C 0.86 4.67 1.95
C 1.67 3.51 1.90
O 1.36 2.53 1.11
H 6.35 -2.00 1.43
H 6.55 -1.08 2.84
H 4.55 2.46 3.55
H 3.98 4.50 4.21
H 2.54 6.52 4.25
H 0.53 6.60 2.78
H -0.01 4.69 1.31
Br 3.62 1.77 -6.52
C 3.70 1.94 -4.64
C 4.67 2.72 -4.03
Br 5.96 3.63 -5.09
C 4.71 2.83 -2.64
Br 6.02 3.87 -1.75
C 3.79 2.18 -1.82
O 3.76 2.24 -0.53
C 2.78 1.38 -2.46
O 1.93 0.78 -1.66
C 2.76 1.28 -3.84
Br 1.39 0.19 -4.57
C 0.89 -0.38 3.36
C 0.05 -0.13 2.11
O -1.14 0.18 2.25
N 0.71 -0.35 0.96
Te -0.85 -0.37 -0.74
C -2.95 -0.17 -1.38
C -3.52 -1.05 -2.31
C -2.76 -2.21 -2.91
C -4.84 -0.85 -2.71
C -5.59 0.21 -2.23
C -7.02 0.40 -2.67
C -5.00 1.09 -1.34
C -3.68 0.92 -0.91
C -3.10 1.91 0.06
C -1.20 -2.36 -0.06
C -2.30 -2.74 0.71
C -3.36 -1.79 1.20
C -2.44 -4.08 1.06
C -1.52 -5.04 0.69
C -1.69 -6.49 1.08
C -0.41 -4.64 -0.05
C -0.23 -3.31 -0.42
C 1.01 -2.95 -1.19
H 0.26 -0.24 4.24
H 1.73 0.31 3.40
H 1.30 -1.39 3.34
H -1.72 -1.94 -3.11
H -3.23 -2.51 -3.84
H -2.74 -3.06 -2.23
H -5.28 -1.54 -3.42
H -7.32 -0.36 -3.39
H -7.16 1.38 -3.13
H -7.71 0.35 -1.82
H -5.57 1.93 -0.96
H -3.88 2.54 0.49
H -2.38 2.57 -0.44
H -2.55 1.42 0.87
H -2.95 -0.81 1.40
H -3.78 -2.18 2.13
H -4.17 -1.70 0.47
H -3.30 -4.37 1.66
H -2.53 -6.61 1.76
H -0.79 -6.88 1.56
H -1.88 -7.11 0.20
H 0.34 -5.36 -0.33
H 1.53 -3.86 -1.50
H 1.68 -2.36 -0.57
H 0.79 -2.35 -2.08
*
```

Output
* expectation value of S²: 0.76
* E_HOMO (alpha / beta): -1.91 / -2.21 eV
* energy above the lowest of the compared OMol25 structures with the same formula, charge and spin: 26.1 kJ/mol

Atom charges from the Löwdin analysis, given in e for atoms 1 to 5:
1 Sc 0.7573
2 N 0.0143
3 C -0.8975
4 S 0.6084
5 N -0.0203